Version 1
Molecular formula: C3H9NS2
Method: DFT, ωB97M-V with the def2-TZVPD basis set

Output
Net charge   -1
HOMO-LUMO gap (alpha / beta)   0.11644 / 0.22205 hartree
HOMO level (alpha / beta)   0.02 / -2.88 eV
LUMO energy (alpha / beta)   3.19 / 3.16 eV
Multiplicity   2

Positions of all 15 atoms, in Å:
C 1.17091 -0.90871 2.23732
S 2.11376 -1.33988 0.75928
S 4.11965 -1.87768 1.50689
H 0.29200 -1.53459 2.32325
H 1.74382 -1.17230 3.11707
H 0.84431 0.12538 2.24982
H 4.33622 -1.00216 2.51326
C -2.73476 1.30800 -1.63692
C -0.62540 0.47955 -1.95117
N -1.48683 0.84030 -1.10071
H -3.13754 0.70926 -2.47332
H -3.53528 1.33746 -0.90835
H -2.57638 2.32247 -2.00146
H 0.38004 0.27173 -1.61904
H -0.90452 0.44116 -3.01592

Version 2
Molecular formula: C3H9NS2
Method: DFT, ωB97M-V with the def2-TZVPD basis set

Output
Net charge   -1
HOMO-LUMO gap (alpha / beta)   0.10309 / 0.29876 hartree
HOMO level (alpha / beta)   0.84 / -4.42 eV
LUMO energy (alpha / beta)   3.64 / 3.71 eV
Multiplicity   2

Positions of all 15 atoms, in Å:
N 2.42080 -0.60239 0.75645
C 1.57090 -0.31188 -0.37730
C 0.76024 1.00532 -0.17778
S -0.47828 0.99630 1.08954
S -1.53294 -0.76983 0.69846
C -2.97904 -0.08996 -0.07613
H 2.18289 -1.42920 1.29586
H 3.37346 -0.71799 0.43245
H 2.18208 -0.12510 -1.26089
H 0.82488 -1.06035 -0.65976
H 1.45590 1.82558 0.00888
H 0.26723 1.24592 -1.12764
H -2.85365 0.28625 -1.09039
H -3.73130 -0.88133 -0.10613
H -3.46319 0.62865 0.59437

Energy relative to the most stable one, in hartree: version 1 0.0241; version 2 0.0000

Version 1
Molecular formula: C40H43F11N2O6S2SeTi
Method: DFT, ωB97M-V with the def2-TZVPD basis set

Output
Net charge   0
HOMO-LUMO gap   0.24682 hartree
HOMO level   -7.91 eV
LUMO energy   -1.20 eV
Multiplicity   1

Positions of all 106 atoms, in Å:
Ti 0.45631 1.12395 -0.04378
C 0.39220 3.15377 -1.34333
C -0.13685 3.48479 -0.06866
C 0.93673 3.30252 0.87593
C 2.03323 2.77968 0.12658
C 1.73593 2.78220 -1.25571
C 2.72504 2.77653 -2.40294
C 3.47119 4.11961 -2.26261
C 2.03143 2.75513 -3.76530
C 3.73690 1.63970 -2.32084
C 1.25374 3.94411 2.23723
C 1.68707 5.38441 1.88588
C 0.12391 4.01129 3.26590
C 2.46961 3.28236 2.91170
C -1.54323 4.07362 0.06289
C -1.45834 5.55169 0.47716
C -2.40562 3.27135 1.04529
C -2.27054 4.04854 -1.29199
H -0.17694 3.17462 -2.25570
H 2.98333 2.50758 0.55382
H 2.77703 4.96123 -2.31819
H 4.19982 4.21723 -3.06985
H 4.00384 4.17567 -1.31155
H 2.78759 2.85233 -4.54702
H 1.33870 3.59143 -3.88228
H 1.49042 1.82467 -3.93228
H 4.21635 1.58780 -1.34138
H 4.52082 1.79409 -3.06591
H 3.26763 0.68148 -2.51541
H 0.87671 5.96629 1.44880
H 2.51947 5.37479 1.17892
H 2.01782 5.88846 2.79621
H -0.75678 4.53147 2.89960
H 0.48759 4.56419 4.13448
H -0.16304 3.01830 3.60351
H 3.39295 3.47157 2.36241
H 2.34155 2.21035 3.03885
H 2.59520 3.71981 3.90315
H -1.11956 5.69084 1.50047
H -2.45220 5.99621 0.39574
H -0.78757 6.10265 -0.18659
H -1.89242 3.06437 1.98073
H -2.68445 2.32316 0.58310
H -3.32539 3.81781 1.26586
H -1.78988 4.70184 -2.02390
H -3.28722 4.41572 -1.14313
H -2.33171 3.03890 -1.69664
F -0.53782 -2.60197 -2.40252
C -0.55201 -3.29853 -1.26558
F 0.02319 -4.47470 -1.46395
F -1.80880 -3.48089 -0.88254
S 0.31068 -2.35532 0.05756
O -0.31659 -1.04569 -0.00386
O 0.16633 -3.11448 1.25238
N 1.76931 -2.33357 -0.55056
S 2.82878 -1.26940 -0.17401
O 2.26166 0.00738 0.32294
O 3.86373 -1.19417 -1.14653
C 3.63924 -1.88549 1.36367
F 2.76926 -1.90543 2.36325
F 4.10651 -3.10821 1.15547
F 4.64905 -1.07467 1.67174
F -5.50620 0.77846 4.54831
C -4.26423 0.72862 4.07525
C -3.19387 1.05999 4.88545
F -3.40755 1.43057 6.14769
C -1.90913 1.01312 4.37671
F -0.90951 1.34716 5.20082
C -1.63733 0.63884 3.06528
Se 0.18048 0.57597 2.50229
C -2.73379 0.30434 2.28537
F -2.56754 -0.05390 1.00810
C -4.02959 0.35040 2.76588
F -5.05429 0.03797 1.97133
C 2.71063 -4.30605 -7.61068
C 2.86455 -2.96739 -6.94059
C 3.94034 -2.14986 -7.26055
C 4.11293 -0.91955 -6.64292
C 3.18575 -0.49268 -5.71161
C 2.09953 -1.29887 -5.38548
N 1.19064 -0.81561 -4.39865
C -0.07729 -0.38271 -4.64541
C -0.64357 -0.50369 -5.93029
C -1.93799 -0.10880 -6.17620
C -2.74232 0.42811 -5.16676
C -2.20011 0.58327 -3.91489
C -0.87939 0.20503 -3.63499
C -0.36923 0.48117 -2.30255
O -1.10652 0.99185 -1.38899
O 0.84901 0.29619 -1.97814
C 1.93313 -2.55168 -5.97852
C 0.79258 -3.45613 -5.60201
H 3.48439 -4.45220 -8.36278
H 1.73835 -4.39835 -8.09936
H 2.78365 -5.12220 -6.88821
H 4.65684 -2.48727 -8.00016
H 4.96041 -0.29495 -6.89387
H 3.28648 0.46933 -5.22373
H 1.56529 -0.63320 -3.48003
H -0.04022 -0.90889 -6.73048
H -2.33577 -0.21949 -7.17754
H -3.76228 0.72229 -5.36932
H -2.78581 1.00506 -3.10846
H 0.09662 -3.57709 -6.43694
H 0.23804 -3.06754 -4.75352
H 1.15695 -4.45169 -5.34274

Version 2
Molecular formula: C40H43F11N2O6S2SeTi
Method: DFT, ωB97M-V with the def2-TZVPD basis set

Output
Net charge   0
HOMO-LUMO gap   0.25048 hartree
HOMO level   -8.10 eV
LUMO energy   -1.28 eV
Multiplicity   1

Positions of all 106 atoms, in Å:
Ti -1.34621 -0.74065 -0.10633
C -0.92563 -2.45946 1.87337
C -0.39467 -3.10107 0.74362
C 0.51691 -2.15951 0.11076
C 0.58289 -1.03904 1.01313
C -0.31923 -1.21240 2.08341
C -0.45899 -0.35044 3.32249
C 0.55912 -0.90220 4.33612
C -1.85923 -0.44473 3.93545
C -0.13364 1.11305 3.02345
C 1.61355 -2.32205 -0.97420
C 2.52304 -3.50693 -0.60978
C 2.51528 -1.08061 -0.99332
C 1.12101 -2.52167 -2.41781
C -0.73010 -4.57267 0.46355
C -2.01612 -5.00079 1.19314
C 0.36626 -5.44873 1.10630
C -0.88152 -4.92028 -1.01853
H -1.70468 -2.86950 2.49635
H 1.24419 -0.20045 0.90465
H 0.34255 -1.94580 4.57290
H 0.51702 -0.32224 5.26003
H 1.57435 -0.84104 3.93735
H -2.12612 -1.47141 4.19203
H -2.61600 -0.04564 3.26518
H -1.89039 0.13923 4.85683
H 0.87873 1.23592 2.63360
H -0.20767 1.69902 3.94119
H -0.83428 1.53231 2.29983
H 2.75580 -3.52450 0.45710
H 3.45972 -3.41705 -1.16276
H 2.07339 -4.45462 -0.89338
H 3.07555 -0.95756 -0.06682
H 1.94333 -0.17839 -1.20232
H 3.23839 -1.19003 -1.80326
H 0.29096 -3.21318 -2.50016
H 1.94894 -2.90426 -3.01985
H 0.80922 -1.57703 -2.84821
H -1.86689 -5.02980 2.27390
H -2.27783 -6.01141 0.87799
H -2.85595 -4.35792 0.98315
H 0.51448 -5.16603 2.15050
H 1.32053 -5.38758 0.59718
H 0.03906 -6.49048 1.08520
H -1.55955 -4.22881 -1.52281
H -1.29377 -5.92635 -1.11064
H 0.07619 -4.91717 -1.53236
F -4.39994 1.25050 -1.61817
C -4.82122 1.66831 -0.44248
F -4.37009 2.88501 -0.18361
F -6.15537 1.68981 -0.43806
S -4.32735 0.52323 0.92294
O -2.85658 0.36297 0.91885
O -4.84840 1.11774 2.10228
N -5.02168 -0.78207 0.42403
S -4.33756 -2.16494 0.63770
O -2.98328 -2.22352 0.07105
O -4.47915 -2.73545 1.93731
C -5.32851 -3.18526 -0.53852
F -4.89470 -4.43963 -0.48833
F -6.60635 -3.14767 -0.19920
F -5.17434 -2.71332 -1.76717
F -1.13938 3.21012 -6.48972
C -1.32369 2.25870 -5.57855
C -0.31218 1.92835 -4.69966
F 0.85729 2.56855 -4.75877
C -0.51344 0.93761 -3.75924
F 0.51007 0.67755 -2.94145
C -1.70911 0.24411 -3.65416
Se -2.18367 -1.11523 -2.39283
C -2.70571 0.60289 -4.55630
F -3.89178 -0.01001 -4.50655
C -2.53049 1.58916 -5.50420
F -3.51689 1.90484 -6.34274
C 6.28001 4.22000 -0.82037
C 5.38183 3.26086 -0.08298
C 5.93093 2.36438 0.82855
C 5.13398 1.46720 1.51801
C 3.76569 1.47117 1.31152
C 3.19958 2.34874 0.39499
N 1.79691 2.31233 0.17520
C 0.92464 3.30209 0.57341
C 1.37315 4.37978 1.34781
C 0.51759 5.39800 1.71704
C -0.81438 5.39304 1.31631
C -1.26753 4.34411 0.54527
C -0.43176 3.28559 0.18593
C -1.05549 2.22295 -0.64349
O -1.92651 2.44884 -1.44747
O -0.60714 0.96557 -0.43564
C 4.00191 3.24641 -0.32322
C 3.39566 4.16902 -1.34632
H 7.26323 4.26260 -0.35436
H 5.86565 5.22819 -0.83398
H 6.41546 3.90783 -1.85896
H 7.00054 2.37698 1.00171
H 5.57577 0.78088 2.22902
H 3.12292 0.80435 1.87358
H 1.37515 1.47572 -0.19036
H 2.40929 4.40179 1.66057
H 0.89759 6.21022 2.32382
H -1.48098 6.19529 1.60052
H -2.29188 4.31175 0.19927
H 2.45740 3.76673 -1.72340
H 4.07031 4.31653 -2.18842
H 3.18195 5.15064 -0.91522

Energy relative to the most stable one, in hartree: version 1 0.0000; version 2 0.0240

Version 1
Molecular formula: C10H12N2O
Method: DFT, ωB97M-V with the def2-TZVPD basis set

Output
Net charge   0
HOMO-LUMO gap   0.33205 hartree
HOMO level   -8.35 eV
LUMO energy   0.69 eV
Structure (SMILES)   Cc1cccc(N2CCC(=O)N2)c1
Multiplicity   1

Positions of all 25 atoms, in Å:
C 2.39474 2.29129 0.21331
C 1.97372 0.78979 0.04378
C 2.79194 -0.23316 0.01690
C 2.36083 -1.57638 -0.14756
C 1.04233 -1.71618 -0.46045
C 0.26919 -0.54519 -0.48541
C 0.75012 0.65647 -0.50640
C -2.11386 -1.52998 0.22031
C -2.56334 -0.23891 1.11822
C -2.89771 0.69001 -0.03032
H 2.35239 2.64736 1.24014
H 3.47807 2.70510 -0.14729
H 1.56291 2.88543 -0.48688
H 3.80838 -0.29374 0.58218
H 3.16895 -2.33184 0.04338
H 0.50517 -2.77241 -0.42531
H 0.12579 1.49903 -0.96184
H -2.98618 -2.06674 -0.23591
H -1.68543 -2.38911 0.80511
H -1.75087 0.00736 1.79738
H -3.56583 -0.12122 1.71381
H -2.04054 0.65831 -1.82422
N -1.08308 -0.69438 -0.78599
N -1.78419 0.58001 -0.92583
O -4.11351 1.09910 -0.37113

Version 2
Molecular formula: C10H12N2O
Method: DFT, ωB97M-V with the def2-TZVPD basis set

Output
Net charge   0
HOMO-LUMO gap   0.34111 hartree
HOMO level   -8.56 eV
LUMO energy   0.72 eV
Structure (SMILES)   Cc1cccc2c1N(N=O)CCC2
Multiplicity   1

Positions of all 25 atoms, in Å:
C -2.02675 0.19274 2.10940
C -1.44537 0.55171 0.71651
C -2.15435 1.48193 -0.02910
C -1.85707 1.59687 -1.39034
C -0.88559 0.83249 -1.97939
C 0.00346 0.09104 -1.13368
C 0.99627 -0.80570 -1.78210
C 2.27517 -0.92157 -0.86274
C 1.84877 -1.28989 0.56717
C -0.15934 0.15386 0.25521
H -1.44783 0.72071 2.94303
H -3.13019 0.35102 2.15513
H -1.65902 -0.82466 2.27226
H -2.96904 2.10721 0.37707
H -2.52661 2.24891 -1.94393
H -0.75918 0.69118 -3.02615
H 0.44339 -1.75247 -1.82729
H 1.22697 -0.47501 -2.81553
H 2.83625 0.13320 -0.89354
H 2.85911 -1.71189 -1.37741
H 1.30217 -2.27246 0.45318
H 2.70182 -1.40462 1.29151
N 0.90516 -0.24899 1.09276
N 1.35303 0.48135 2.09363
O 2.26877 0.07303 2.73435

Energy relative to the most stable one, in hartree: version 1 0.0742; version 2 0.0000